Entry 1:
The following is a quantum chemistry calculation of a structure of composition C22H15BrMoN6S3Se in a non-equilibrium geometry, from the OMol25 dataset.

Results
orbital gap (spin up / spin down) = 3.77 / 3.76 eV
LUMO (spin up / spin down) = -9.59 / -9.60 eV
strongest force on any atom = 3.5 eV Å⁻¹
E_HOMO (spin up / spin down) = -13.367 / -13.366 eV
energy = -7413.50142 Eh
molar mass = 714.4 Da

ORCA input file:
```
! wB97M-V def2-TZVPD RIJCOSX def2/J DEFGRID3
* xyz 2 1
Mo 11.01454 14.02347 12.45752
Br 15.17384 13.39547 6.54396
Se 10.43504 16.11550 12.06596
S 14.00483 7.11190 13.19090
S 11.41905 13.98377 14.88264
S 13.42717 14.14846 12.21851
N 10.51416 13.23820 10.47598
N 16.08760 12.10857 13.68452
N 12.11043 7.16100 14.98760
N 8.96244 13.26716 12.62606
N 11.31567 11.59450 12.72927
N 13.61546 11.67168 16.78896
C 10.67100 10.87440 13.71352
C 13.00478 12.13572 7.99432
C 9.36270 12.71802 10.35879
C 11.91104 12.11677 8.79151
C 13.87355 13.34040 13.69331
C 13.19829 14.56107 8.22785
C 12.05921 8.97423 13.41044
C 13.64589 13.32639 7.70620
C 8.48772 12.74441 11.48100
C 12.66346 9.69165 12.38348
C 11.47788 13.28969 9.42500
C 12.96923 13.20532 14.76307
C 6.36747 12.47652 12.56832
C 13.42529 12.39994 15.87879
C 8.25564 13.46214 13.71550
C 12.32573 11.01319 12.06106
C 10.99296 9.62523 14.06815
C 15.13997 12.74857 13.71422
C 12.66408 7.69057 13.89297
C 6.89284 12.98437 13.69959
C 7.18525 12.31000 11.41029
C 12.13554 14.51394 9.11556
H 11.91442 15.40934 9.64672
H 13.65681 15.49588 8.01816
H 11.47688 11.21431 9.01778
H 8.73415 13.80335 14.61842
H 12.85357 11.61609 11.30778
H 13.40029 11.24855 7.58577
H 12.49205 6.33598 15.41498
H 8.99855 12.48148 9.37938
H 6.75392 11.87572 10.50813
H 6.26398 13.27829 14.57574
H 11.15891 7.32455 15.26540
H 13.54673 9.24446 11.85628
H 9.84751 11.39639 14.16524
H 5.36311 12.04269 12.46212
H 10.45346 9.26738 14.93064
*
```

---

Entry 2:
The following is a quantum chemistry calculation of a structure of composition C5H7N, from the OMol25 dataset.

Results
orbital gap = 8.71 eV
LUMO = 0.77 eV
energy relative to the best compared isomer or geometry (same formula, charge and spin) = 125.95 kcal per mole
strongest force on any atom = 0.5 eV Å⁻¹
E_HOMO = -7.933 eV
energy = -249.27252 Eh
molar mass = 81.1 Da

ORCA input file:
```
! wB97M-V def2-TZVPD RIJCOSX def2/J DEFGRID3
* xyz 0 1
N 0.14935 -0.09211 0.60499
C -0.72970 0.50805 -1.58617
C 0.57115 0.30610 1.83184
C -0.49589 0.65625 -2.75721
C 0.97580 -1.14320 0.43690
C -1.01818 0.31236 -0.16126
H 2.03970 -0.96896 0.35458
H 0.48466 -0.36968 2.67295
H 0.84902 1.34707 2.01287
H -1.38977 1.23791 0.29324
H -1.80918 -0.44356 -0.04896
H 0.57880 -2.13290 0.19323
H -0.28434 0.78921 -3.79558
*
```